[1]
An isolated ion of composition C2H2Cl2P and charge +1 at a distorted geometry, computed with the ωB97M-V functional and the def2-TZVPD basis.

spin multiplicity	1
charge	+1
E	-1338.77230	Eh
LUMO	-7.3	eV

XYZ file:
```
7
C2H2Cl2P, DFT the ωB97M-V functional and the def2-TZVPD basis
C 0.2772 -0.1019 0.0139
C -0.8596 0.0264 -0.4226
P -2.5167 -0.0016 0.7335
Cl -3.1734 1.5463 -0.2497
Cl -3.2089 -1.5287 -0.1410
H 1.2020 -0.4608 0.6180
H -1.1262 0.1548 -1.4760
```



[2]
C20H31N3O2S as an isolated structure, computed with the ωB97M-V functional and the def2-TZVPD basis.

spin multiplicity	1
E	-1493.65743	Eh
LUMO	0.3	eV

XYZ file:
```
57
C20H31N3O2S, DFT the ωB97M-V functional and the def2-TZVPD basis
C -1.6523 0.9803 4.6042
C -2.1472 -0.2105 3.7881
C -1.4273 -0.3391 2.4476
C -1.5881 0.9445 1.6251
N -1.1996 0.8170 0.2227
C -2.2533 0.9623 -0.7656
C 0.1399 0.8095 -0.0606
O 0.9560 0.7731 0.8439
C 0.5536 0.8084 -1.5248
C 2.0519 1.0054 -1.7219
C 2.5359 0.3508 -3.0183
C 4.0543 0.4461 -3.1517
C 4.5369 1.8918 -3.0617
C 4.0238 2.5609 -1.7885
C 2.5137 2.4593 -1.7112
C 1.7757 3.5285 -0.9703
C 1.7521 3.5067 -2.4790
N -1.9175 -1.4503 1.6354
C -2.2699 -2.6932 2.0560
O -2.2072 -3.0879 3.2067
C -2.7610 -3.5790 0.9557
C -3.5473 -3.1719 -0.0870
S -3.9177 -4.5062 -1.0587
N -3.0718 -5.5834 -0.1584
C -2.5200 -4.9882 0.8740
C -1.7041 -5.7957 1.8352
H -2.0779 0.9525 5.6070
H -0.5651 0.9594 4.7057
H -1.9275 1.9383 4.1609
H -2.0015 -1.1284 4.3497
H -3.2236 -0.1241 3.6030
H -0.3594 -0.4847 2.6361
H -2.6372 1.2490 1.6442
H -0.9894 1.7288 2.0869
H -1.9092 0.6661 -1.7514
H -3.0968 0.3220 -0.5009
H -2.6191 1.9924 -0.8171
H 0.2559 -0.1576 -1.9476
H -0.0149 1.5613 -2.0754
H 2.5491 0.5097 -0.8822
H 2.2263 -0.6981 -3.0404
H 2.0574 0.8448 -3.8724
H 4.5153 -0.1364 -2.3465
H 4.3791 -0.0051 -4.0917
H 5.6278 1.9294 -3.1002
H 4.1678 2.4502 -3.9286
H 4.4616 2.0746 -0.9099
H 4.3268 3.6106 -1.7572
H 0.8663 3.2728 -0.4450
H 2.3630 4.2947 -0.4811
H 2.3301 4.2529 -3.0092
H 0.8247 3.2423 -2.9708
H -1.7765 -1.3476 0.6434
H -3.9290 -2.1814 -0.2815
H -1.1184 -5.1557 2.4882
H -2.3623 -6.3989 2.4612
H -1.0525 -6.4732 1.2855
```



[3]
The molecule CH2N2OS at a distorted geometry, computed with the ωB97M-V functional and the def2-TZVPD basis.

spin multiplicity	1
E	-622.14377	Eh
LUMO	-0.4	eV

XYZ file:
```
7
CH2N2OS, DFT the ωB97M-V functional and the def2-TZVPD basis
C -2.2137 0.8195 1.0776
N -3.1709 0.3426 1.4989
N -0.2816 0.2161 -0.3010
O -0.2391 1.4477 2.1958
S -0.7878 1.6693 0.8974
H 0.6764 0.1650 -0.6223
H -0.7498 -0.7045 -0.1271
```



[4]
The molecule C2H3NO2S at a distorted geometry, computed with the ωB97M-V functional and the def2-TZVPD basis.

spin multiplicity	1
E	-681.37978	Eh
LUMO	0.3	eV
SMILES	O=C1N[C@@H](O)S1

XYZ file:
```
9
C2H3NO2S, DFT the ωB97M-V functional and the def2-TZVPD basis
O -2.6242 0.1360 -0.2529
C -1.4521 0.0906 -0.3100
N -0.4047 0.8335 -0.0456
C 0.6745 -0.0866 -0.2909
O 1.1428 -0.5266 1.2905
S -0.4574 -1.4187 -0.8941
H -0.3859 1.7558 0.3959
H 1.5367 0.0799 -0.8159
H 1.9702 -0.8638 0.9230
```



Number 1: HOMO level -0.557 hartree. Number 2: HOMO level -0.345 hartree. Number 3: HOMO level -0.387 hartree. Number 4: HOMO level -0.355 hartree.